No. 1
Below is a single C4H7NO molecule in a non-equilibrium geometry, with properties calculated with ωB97M-V/def2-TZVPD.

Values from the calculation:
2S+1: 1
LUMO level: 0.0289 Eh
Structure (SMILES): C[C@@H]1N[C@@H]1C=O
Kohn-Sham gap: 10.75 eV

```
13
Properties=species:S:1:pos:R:3:nbo_charge:R:1
C 1.313 -1.093 -0.155 -0.63
C -0.179 -0.848 -0.129 -0.03
N -0.805 -0.095 -1.102 -0.58
C -0.691 0.416 0.270 -0.21
C -0.319 1.914 0.383 0.45
O -0.728 2.532 1.305 -0.51
H 1.712 -1.945 -0.647 0.22
H 1.679 -0.189 -0.396 0.21
H 1.795 -1.100 0.814 0.22
H -0.890 -1.666 0.473 0.17
H -1.648 -0.737 -1.350 0.37
H -1.627 0.326 0.995 0.21
H 0.389 2.484 -0.461 0.12
```


No. 2
Below is a molecular structure, C42H40GeMgN4O5S2 in a non-equilibrium geometry, with properties calculated with ωB97M-V/def2-TZVPD.

Values from the calculation:
2S+1: 1
LUMO level (alpha / beta): -0.2250 / -0.3172 Eh
Total charge: +2
Kohn-Sham gap (alpha / beta): 7.66 / 3.49 eV

```
95
Properties=species:S:1:pos:R:3:mulliken_charge:R:1
Mg -0.229 0.466 0.560 1.71
Ge 2.642 -0.202 -0.200 0.76
C 3.068 -1.755 -1.196 0.22
C 3.803 -2.742 -0.530 -0.49
C 4.337 -3.795 -1.259 -0.76
C 4.115 -3.874 -2.630 -0.49
C 3.355 -2.909 -3.287 -0.84
C 2.816 -1.854 -2.572 0.40
C 3.175 1.503 -0.860 -0.07
C 3.793 2.359 0.069 -0.31
C 4.264 3.591 -0.357 -0.66
C 4.075 3.985 -1.680 -0.61
C 3.449 3.142 -2.599 -0.80
C 2.992 1.903 -2.193 0.55
H 3.197 -0.350 1.231 -0.23
H 3.987 -2.673 0.535 0.40
H 4.931 -4.549 -0.758 0.46
H 4.540 -4.697 -3.194 0.44
H 3.197 -2.975 -4.357 0.45
H 2.235 -1.098 -3.089 0.26
H 3.937 2.051 1.098 0.46
H 4.768 4.246 0.341 0.44
H 4.417 4.963 -2.001 0.44
H 3.310 3.459 -3.626 0.48
H 2.519 1.251 -2.915 0.20
N 0.401 2.552 0.384 -0.49
C -0.196 2.851 -0.915 0.89
C -0.776 4.066 -1.224 -1.12
C -1.305 4.257 -2.497 -0.80
C -1.249 3.229 -3.435 -0.10
C -0.656 2.008 -3.126 -0.34
C -0.145 1.830 -1.857 -0.20
S -1.769 3.488 -5.138 1.26
O -0.568 4.038 -5.758 -0.38
O -2.878 4.415 -5.096 -0.45
O -2.106 2.170 -5.644 -0.46
H 1.414 2.596 0.279 -0.06
H 0.176 3.257 1.077 0.37
H -0.815 4.861 -0.486 0.48
H -1.767 5.198 -2.773 0.53
H -0.633 1.235 -3.886 0.57
H 0.324 0.870 -1.593 -0.19
C 0.265 -0.371 6.882 -1.44
C 0.195 -0.154 5.401 1.04
C -0.171 1.073 4.851 -1.13
C -0.227 1.223 3.482 -0.36
N 0.052 0.229 2.621 -0.01
C 0.410 -0.960 3.153 -0.06
C 0.490 -1.183 4.507 -0.87
H 0.039 0.538 7.436 0.37
H 1.259 -0.717 7.170 0.37
H -0.445 -1.144 7.182 0.35
H -0.415 1.913 5.489 0.38
H -0.510 2.176 3.052 0.36
H 0.641 -1.749 2.445 0.37
H 0.785 -2.159 4.873 0.49
N -7.272 1.075 -0.854 -0.34
C -6.567 0.321 0.014 -0.02
O -7.022 -0.568 0.704 -0.57
C -5.084 0.604 0.092 0.38
C -4.504 0.865 1.325 -0.82
C -3.135 0.977 1.407 -0.46
N -2.311 0.819 0.350 0.19
C -2.893 0.566 -0.839 -0.20
C -4.259 0.470 -1.013 -0.80
H -8.265 0.923 -0.939 0.28
H -6.858 1.829 -1.374 0.20
H -5.116 0.966 2.213 0.56
H -2.669 1.198 2.359 0.35
H -2.237 0.445 -1.691 0.46
H -4.664 0.265 -1.998 0.52
O -0.265 -1.330 -0.092 0.24
S -0.667 -2.398 -1.135 -0.12
C 0.040 -3.920 -0.574 1.12
C -0.030 -4.294 0.765 -0.33
C 0.444 -5.539 1.130 -0.93
C 0.968 -6.397 0.164 -0.60
C 1.033 -6.009 -1.164 -0.70
C 0.568 -4.755 -1.545 -0.53
C -2.380 -2.677 -0.781 0.88
C -2.927 -2.333 0.448 0.06
C -4.280 -2.547 0.650 -0.98
C -5.060 -3.101 -0.363 -0.58
C -4.491 -3.445 -1.581 -0.89
C -3.139 -3.227 -1.804 -0.48
H -0.472 -3.632 1.500 0.38
H 0.386 -5.854 2.164 0.48
H 1.319 -7.380 0.455 0.45
H 1.439 -6.681 -1.910 0.46
H 0.602 -4.442 -2.582 0.43
H -2.313 -1.894 1.224 0.24
H -4.739 -2.262 1.588 0.45
H -6.119 -3.247 -0.196 0.50
H -5.100 -3.872 -2.368 0.45
H -2.687 -3.482 -2.758 0.50
```


| no. | energy (eV) | molar mass (g/mol) |
| --- | --- | --- |
| 1 | -7795.5975 | 85.1 |
| 2 | -144019.3195 | 841.9 |